{"formula": "C58H62AsFN7O4Pb", "method": "the ωB97M-V functional and the def2-TZVPD basis", "symbols": ["Pb", "C", "C", "C", "C", "C", "C", "H", "H", "H", "H", "H", "H", "C", "N", "C", "C", "N", "C", "C", "C", "C", "C", "C", "C", "C", "C", "N", "C", "N", "C", "C", "N", "C", "C", "C", "N", "C", "C", "H", "H", "H", "H", "H", "H", "H", "H", "H", "H", "H", "H", "H", "H", "H", "H", "H", "H", "H", "H", "H", "H", "H", "H", "H", "H", "H", "H", "H", "H", "C", "C", "C", "C", "C", "C", "C", "F", "C", "C", "C", "O", "C", "C", "N", "C", "C", "O", "O", "H", "H", "H", "H", "H", "H", "H", "H", "H", "H", "H", "O", "As", "C", "C", "C", "C", "C", "C", "C", "C", "C", "C", "C", "C", "C", "C", "C", "C", "C", "C", "H", "H", "H", "H", "H", "H", "H", "H", "H", "H", "H", "H", "H", "H", "H"], "coordinates": [[0.42333, 0.51651, 0.55307], [0.77925, 3.12570, 3.23793], [1.93612, 2.73674, 2.57636], [2.60476, 1.57692, 2.95919], [2.10280, 0.81022, 4.00068], [0.93931, 1.19415, 4.65468], [0.27884, 2.35233, 4.27656], [0.26061, 4.02607, 2.93435], [2.31741, 3.34673, 1.76525], [3.50483, 1.26794, 2.44037], [2.61261, -0.09311, 4.30150], [0.54620, 0.58307, 5.45669], [-0.62864, 2.65192, 4.78564], [-0.86131, 2.75364, -4.54624], [0.49077, 2.63869, -4.03123], [1.47835, 3.23388, -4.91970], [0.81353, 2.18172, -2.78229], [0.01340, 1.94480, -1.79456], [-1.27312, 2.48387, -1.68547], [-1.42108, 3.84830, -1.77933], [-2.66674, 4.47442, -1.62216], [-3.76803, 3.72034, -1.35850], [-3.66093, 2.31531, -1.21188], [-4.83528, 1.58472, -0.90818], [-4.77586, 0.24320, -0.69729], [-3.53784, -0.41473, -0.77338], [-2.37306, 0.23280, -1.11815], [-1.19053, -0.56970, -1.10299], [-1.26256, -1.70396, -1.76434], [-0.47332, -2.75688, -1.47034], [0.18020, -2.88570, -0.17163], [-0.24334, -3.84084, -2.41118], [-2.11506, -1.90788, -2.83980], [-3.11514, -2.95555, -2.77649], [-2.38522, -0.84275, -3.77433], [-2.40234, 1.65659, -1.35209], [2.17629, 1.97539, -2.58935], [2.81984, 0.90607, -3.33342], [2.70691, 2.17301, -1.25226], [-0.86883, 2.42793, -5.58864], [-1.21099, 3.78932, -4.50279], [-1.56228, 2.14996, -3.98594], [1.13398, 4.22487, -5.22623], [1.60692, 2.62802, -5.82064], [2.43233, 3.33375, -4.41524], [-0.53944, 4.44299, -1.98896], [-2.74259, 5.55041, -1.71117], [-4.74058, 4.17926, -1.23174], [-5.77061, 2.12475, -0.82392], [-5.66948, -0.31763, -0.45011], [-3.47884, -1.46955, -0.53111], [1.00173, -2.17771, -0.05382], [0.61509, -3.88300, -0.11453], [-0.53403, -2.78543, 0.64117], [-0.53936, -3.54628, -3.41275], [-0.79227, -4.74289, -2.12716], [0.81845, -4.08420, -2.41545], [-2.88188, -3.65502, -1.97678], [-3.16255, -3.50743, -3.71898], [-4.10376, -2.52528, -2.57849], [-1.55043, -0.14892, -3.75561], [-3.31132, -0.29837, -3.55616], [-2.45709, -1.26389, -4.78057], [2.32754, 0.76565, -4.29433], [2.77531, -0.03533, -2.76973], [3.87091, 1.14622, -3.51407], [3.70728, 2.60530, -1.33519], [2.78648, 1.23531, -0.69244], [2.07344, 2.87095, -0.70924], [-6.52661, -1.41850, 2.55771], [-6.25255, -0.14812, 3.35379], [-7.36156, 0.86214, 3.10002], [-7.01705, 2.23167, 3.65624], [-5.75704, 2.71678, 3.00537], [-5.55336, 4.03535, 2.67921], [-4.34343, 4.43733, 2.11336], [-4.19600, 5.73652, 1.80004], [-3.32374, 3.56435, 1.88363], [-3.51497, 2.21189, 2.20507], [-2.42637, 1.27123, 1.97321], [-1.39800, 1.69025, 1.37952], [-2.63000, -0.05417, 2.43672], [-3.87487, -0.39797, 2.89268], [-4.92072, 0.42925, 3.00013], [-4.73808, 1.78267, 2.72938], [-1.61369, -1.17716, 2.36848], [-2.02421, -2.32430, 2.51177], [-0.38442, -0.84773, 2.18758], [-7.54063, -1.75499, 2.77385], [-5.85315, -2.23735, 2.79990], [-6.45476, -1.21401, 1.48790], [-6.22114, -0.38397, 4.42131], [-8.27511, 0.47294, 3.54962], [-7.53641, 0.93641, 2.02210], [-6.86523, 2.16203, 4.73848], [-7.82749, 2.94127, 3.49332], [-6.31876, 4.77660, 2.87148], [-2.38732, 3.88533, 1.45004], [-4.03061, -1.43102, 3.16795], [2.76861, -1.08287, 0.20743], [4.20916, -1.89436, 0.20218], [5.00461, -1.93173, 1.94143], [4.15604, -2.16634, 3.01989], [4.67946, -2.21921, 4.30241], [6.04092, -2.03136, 4.50468], [6.88402, -1.79785, 3.42791], [6.36811, -1.75024, 2.14002], [5.48398, -1.09271, -0.99091], [5.93221, 0.19422, -0.70450], [6.80910, 0.83034, -1.56874], [7.23484, 0.18450, -2.72299], [6.79189, -1.09875, -3.00776], [5.91838, -1.74194, -2.14034], [3.99659, -3.71868, -0.34942], [4.51783, -4.76339, 0.40315], [4.33810, -6.07357, -0.02089], [3.64725, -6.33497, -1.19411], [3.12900, -5.28952, -1.94889], [3.29837, -3.98123, -1.52503], [3.09300, -2.30172, 2.85150], [4.02736, -2.40375, 5.14634], [6.44614, -2.06927, 5.50726], [7.94398, -1.65342, 3.58927], [7.02823, -1.57486, 1.29920], [5.59938, 0.70089, 0.19478], [7.16212, 1.82812, -1.34267], [7.92055, 0.68119, -3.39685], [7.13190, -1.60481, -3.90164], [5.58735, -2.74917, -2.36039], [5.05870, -4.56090, 1.31953], [4.73920, -6.88879, 0.56622], [3.51005, -7.35659, -1.52306], [2.59403, -5.49960, -2.86630], [2.88775, -3.16009, -2.10368]], "forces_ev_per_angstrom": [[0.2, -0.4, 0.1], [0.0, 0.0, 0.0], [0.0, 0.1, 0.0], [0.0, 0.0, 0.0], [0.0, 0.0, 0.0], [0.0, 0.0, 0.0], [0.0, 0.0, 0.0], [0.0, 0.0, 0.0], [0.0, 0.0, 0.0], [0.0, 0.0, 0.0], [0.0, -0.1, 0.0], [0.0, 0.0, 0.0], [0.0, 0.0, 0.0], [0.0, -0.1, -0.1], [0.0, -0.1, 0.0], [0.0, 0.0, 0.0], [0.1, 0.1, 0.0], [-0.2, -0.3, 0.0], [-0.1, 0.1, 0.1], [0.0, 0.0, 0.1], [0.0, 0.0, 0.0], [0.0, 0.0, 0.0], [0.0, 0.0, -0.1], [0.0, 0.1, 0.0], [0.0, -0.1, 0.0], [-0.1, 0.0, 0.0], [0.0, -0.1, 0.1], [0.0, 0.4, 0.0], [0.1, -0.1, -0.1], [-0.1, 0.0, 0.0], [0.0, -0.1, 0.0], [0.1, 0.0, 0.0], [0.0, 0.0, 0.0], [0.1, -0.1, -0.1], [0.0, 0.1, -0.1], [0.0, 0.0, 0.0], [0.0, 0.1, 0.1], [0.0, 0.0, 0.0], [0.1, 0.0, -0.1], [0.0, 0.0, 0.0], [0.0, 0.0, 0.0], [0.0, -0.1, 0.0], [0.0, 0.0, 0.0], [0.0, 0.0, 0.0], [0.0, 0.0, 0.0], [0.0, 0.0, 0.0], [0.0, 0.0, 0.0], [0.0, 0.0, 0.0], [0.0, 0.0, 0.0], [0.0, 0.0, 0.0], [0.0, 0.1, 0.1], [0.0, -0.1, 0.0], [0.0, 0.0, 0.0], [0.0, 0.1, 0.1], [0.0, 0.0, 0.0], [0.0, 0.0, 0.0], [-0.1, 0.0, 0.0], [0.0, 0.0, 0.0], [0.0, 0.0, 0.0], [0.0, 0.0, 0.0], [0.0, 0.2, 0.0], [0.0, 0.0, 0.0], [0.0, 0.0, 0.0], [0.0, 0.0, 0.0], [0.0, 0.0, 0.0], [0.0, 0.0, 0.0], [0.0, 0.0, 0.0], [0.1, 0.0, 0.0], [0.0, 0.0, 0.0], [0.0, 0.0, 0.0], [0.0, 0.0, 0.0], [0.0, 0.0, 0.0], [0.0, 0.0, 0.0], [0.0, 0.0, 0.0], [0.0, 0.0, 0.0], [0.0, 0.0, 0.0], [0.0, 0.0, 0.0], [0.0, 0.0, 0.0], [0.0, 0.0, 0.0], [0.1, 0.0, 0.1], [0.0, 0.1, 0.0], [0.0, 0.0, 0.0], [0.0, 0.0, 0.0], [0.0, 0.0, -0.1], [0.0, 0.0, 0.1], [0.0, 0.0, 0.1], [0.0, 0.0, 0.0], [-0.1, 0.0, -0.1], [0.0, 0.0, 0.0], [0.0, 0.0, 0.0], [0.0, 0.0, 0.0], [0.0, 0.0, 0.0], [0.0, 0.0, 0.0], [0.0, 0.0, 0.0], [0.0, 0.0, 0.0], [0.0, 0.0, 0.0], [0.0, 0.0, 0.0], [0.0, 0.0, 0.0], [0.0, 0.0, 0.0], [0.0, 0.2, -0.1], [0.1, 0.0, 0.0], [0.0, 0.0, 0.0], [0.0, 0.0, 0.0], [0.0, 0.0, 0.0], [0.0, 0.0, 0.0], [0.0, 0.0, 0.0], [0.0, 0.0, 0.0], [0.0, 0.0, 0.0], [0.0, 0.1, 0.0], [0.0, 0.0, 0.0], [0.0, 0.0, 0.0], [0.0, 0.0, 0.0], [0.0, 0.0, 0.0], [0.0, 0.0, -0.1], [0.0, 0.0, 0.0], [0.0, 0.0, 0.0], [0.0, 0.0, 0.0], [0.0, 0.0, 0.0], [0.0, 0.0, 0.0], [0.0, 0.0, 0.0], [0.0, 0.0, 0.0], [0.0, 0.0, 0.0], [0.0, 0.0, 0.0], [0.0, 0.0, 0.0], [0.0, 0.0, 0.0], [0.0, 0.0, 0.0], [0.0, 0.0, 0.0], [0.0, 0.0, 0.0], [0.0, 0.0, 0.0], [0.0, 0.0, 0.0], [0.0, 0.0, 0.0], [0.0, 0.0, 0.0], [0.0, 0.0, 0.0], [0.0, 0.0, 0.0]], "e_tot_ha": -5460.0218, "max_force_ev_per_a": 0.5, "total_charge": 1, "gap_ev": 7.56, "homo_energy_ev": -9.35, "e_above_lowest_kcal_mol": 2.4}